1.
C15H23ClN4O4S | wB97M-V/def2-TZVPD

The HOMO energy comes out at -8.5 eV. The value obtained for the orbital gap is 9.04 eV. Its net charge is 0. Its molar mass is 390.9 g mol⁻¹. As for the largest force on an atom: 0.69 eV Å⁻¹.

Cartesian coordinates (Å):
C -0.24 2.05 -1.10
O -0.83 1.50 0.05
C -2.06 0.81 -0.15
C -1.86 -0.35 -1.11
O -2.67 -0.60 -1.99
N -0.74 -1.06 -0.89
C -0.31 -2.20 -1.67
C 1.12 -2.05 -2.21
C 1.66 -3.39 -2.65
O 0.88 -3.83 -3.75
N 2.06 -1.40 -1.31
C 2.25 -1.73 -0.01
O 1.69 -2.68 0.50
C 3.11 -0.78 0.81
C 2.28 0.16 1.63
C 1.55 -0.11 2.79
C 0.93 1.08 3.08
Cl -0.14 1.49 4.34
N 1.30 1.97 2.14
C 0.86 3.34 1.99
N 2.12 1.42 1.24
C -2.44 0.31 1.25
C -3.48 1.26 1.89
S -3.59 2.74 0.85
C -3.16 1.77 -0.61
H 0.74 2.43 -0.81
H -0.09 1.29 -1.88
H -0.82 2.88 -1.51
H -0.15 -0.77 -0.13
H -0.40 -3.10 -1.06
H -0.98 -2.32 -2.51
H 1.06 -1.41 -3.09
H 2.71 -3.28 -2.95
H 1.63 -4.11 -1.83
H 1.16 -4.71 -4.00
H 2.51 -0.56 -1.65
H 3.74 -1.40 1.46
H 3.79 -0.22 0.17
H 1.47 -1.05 3.31
H 0.92 3.86 2.95
H 1.50 3.84 1.27
H -0.17 3.36 1.63
H -2.86 -0.70 1.21
H -1.55 0.25 1.87
H -4.46 0.80 1.94
H -3.18 1.56 2.90
H -2.84 2.42 -1.42
H -4.03 1.22 -0.95

=====

2.
C15H23ClOOs | wB97M-V/def2-TZVPD

The HOMO energy (alpha / beta) comes out at -14.9 / -15.0 eV. The value obtained for the orbital gap (alpha / beta) is 6.54 / 3.93 eV. Its net charge is +2. Its molar mass is 445.0 g mol⁻¹. The expectation value of S² is 6.05. As for the largest force on an atom: 3.47 eV Å⁻¹. As for the multiplicity: 5.

Cartesian coordinates (Å):
C -6.62 -1.29 -0.66
C -7.22 -1.63 0.72
C -7.37 -0.06 -1.24
C -6.82 -2.49 -1.61
Cl -4.93 -0.93 -0.51
H -8.45 -0.25 -1.36
H -6.97 0.20 -2.23
H -7.25 0.81 -0.58
H -8.30 -1.86 0.65
H -7.10 -0.79 1.41
H -6.72 -2.51 1.15
H -7.89 -2.74 -1.74
H -6.31 -3.38 -1.22
H -6.42 -2.26 -2.61
C 0.80 1.69 1.63
C 0.05 2.30 0.57
C -1.31 1.84 0.70
H 0.41 3.09 -0.07
C -1.34 0.89 1.80
C -0.04 0.81 2.36
H 0.28 0.15 3.16
H 1.83 1.96 1.88
H -2.17 2.27 0.20
H -2.23 0.40 2.19
C 1.02 -1.42 -1.78
C 1.69 -0.18 -1.82
C 0.72 0.84 -2.13
H 2.77 -0.03 -1.88
C -0.54 0.20 -2.33
C -0.34 -1.21 -2.06
H -1.10 -1.99 -2.15
H 1.49 -2.36 -1.49
H 0.95 1.88 -2.30
H -1.44 0.66 -2.72
Os -0.17 0.42 -0.33
C 3.71 0.06 0.57
O 2.31 -0.27 0.64
H 4.09 -0.56 -0.25
H 4.19 -0.25 1.50
H 3.93 1.06 0.33
H 2.04 -0.08 1.57

=====

3.
C15H23ClOTc | wB97M-V/def2-TZVPD

The HOMO energy (alpha / beta) comes out at -15.8 / -16.0 eV. The value obtained for the orbital gap (alpha / beta) is 8.29 / 5.82 eV. Its net charge is +2. Its molar mass is 352.8 g mol⁻¹. The expectation value of S² is 3.77. As for the largest force on an atom: 2.36 eV Å⁻¹. As for the multiplicity: 4.

Cartesian coordinates (Å):
C 0.20 0.43 -4.16
C 1.59 0.99 -4.47
C -0.02 -0.93 -4.83
C -0.90 1.43 -4.51
Cl 0.12 0.14 -2.29
H 0.01 -0.83 -5.92
H -1.00 -1.35 -4.56
H 0.74 -1.65 -4.53
H 1.71 1.17 -5.54
H 2.38 0.29 -4.16
H 1.76 1.93 -3.94
H -0.92 1.63 -5.58
H -0.76 2.37 -3.98
H -1.89 1.04 -4.22
C 1.52 -1.66 2.92
C 0.75 -2.48 2.05
C 0.85 -1.92 0.71
H 0.28 -3.43 2.30
C 1.76 -0.82 0.75
C 2.18 -0.66 2.12
H 2.91 0.07 2.44
H 1.56 -1.75 4.01
H 0.43 -2.34 -0.20
H 2.07 -0.22 -0.09
C -2.00 0.77 2.29
C -1.98 -0.41 3.10
C -1.88 -1.54 2.23
H -2.01 -0.45 4.19
C -1.74 -1.03 0.86
C -1.90 0.39 0.91
H -1.96 1.04 0.05
H -2.13 1.80 2.63
H -2.04 -2.58 2.51
H -1.68 -1.62 -0.04
Tc -0.04 -0.45 1.94
C 0.02 2.22 4.36
O 0.81 1.52 3.39
H -0.53 3.00 3.84
H 0.66 2.67 5.12
H -0.66 1.50 4.80
H 1.74 1.75 3.49

=====

Energy relative to the best compared isomer or geometry (same formula, charge and spin) (kcal/mol)
11.38, 6.23, 1.50
E (Eh)
-1963.7735, -1210.6151, -1200.9027